No. 1
48
Properties=species:S:1:pos:R:3:lowdin_charge:R:1 method="wB97M-V/def2-TZVPD" relative_energy_kcal_mol=396.3 e_tot_ev=-62676.669 gap_ev=7.3 homo_energy_ev=-8.1975 lumo_ha=-0.032
O -1.546 -3.593 0.972 0.0515
C -1.101 -2.805 0.046 -0.3463
N 0.157 -2.718 -0.585 -0.1532
C 0.259 -1.971 -1.597 -1.0667
S 1.583 -1.997 -2.632 0.6528
S -1.274 -1.020 -1.773 0.9281
C -2.152 -1.835 -0.340 -0.3812
C -3.274 -1.329 -0.097 -0.1761
C -4.123 -0.226 -0.428 -0.7147
C -5.236 0.044 0.240 -0.0562
C -5.897 1.452 -0.271 -0.0487
C -5.174 1.893 -1.379 -0.1771
S -3.620 0.719 -1.682 0.9730
H -5.240 2.770 -1.813 -0.0080
H -6.783 1.658 -0.092 -0.0102
H -5.792 -0.520 1.164 0.1625
H -3.564 -2.127 0.899 0.2308
C 1.024 -3.662 0.093 -0.1609
C 1.684 -2.860 1.238 -0.2166
C 1.988 -1.466 1.219 -0.1510
C 0.769 -0.582 1.005 -0.2090
O -0.348 -0.772 1.807 -0.0631
N 0.940 0.703 0.467 -0.0692
C 2.081 1.083 -0.033 -0.2017
C 2.160 1.455 -1.816 0.1088
C 3.408 1.750 -2.188 -0.2087
C 4.479 1.748 -1.429 -0.1709
C 4.484 1.862 -0.094 0.0124
C 3.210 1.221 0.661 0.0347
H 3.299 1.050 1.688 0.0879
H 5.345 1.980 0.481 0.0681
H 5.343 2.251 -2.029 0.1474
H 3.365 1.947 -3.222 0.1004
H 1.253 0.989 -2.186 0.0621
C -0.218 1.429 0.356 -0.0780
C 0.059 2.912 1.299 -0.2434
O -1.059 3.571 0.905 -0.1199
H -1.010 4.334 1.943 0.2814
H 0.071 2.419 2.322 0.1378
H 0.840 3.348 1.086 0.0077
H -0.992 0.875 0.841 0.1052
H -0.476 1.918 -0.432 0.0466
H 2.499 -1.443 0.214 0.1343
H 2.602 -1.363 1.969 0.0762
H 0.680 -2.927 1.979 0.1631
H 2.574 -3.628 1.650 0.1833
H 1.938 -3.796 -0.692 0.1250
H 0.785 -4.744 0.268 0.1498

No. 2
47
Properties=species:S:1:pos:R:3:lowdin_charge:R:1 method="wB97M-V/def2-TZVPD" smiles="Cc1ccccc1CS(=O)(=O)Cc1ccc(C(=O)NCc2ccccn2)o1" relative_energy_kcal_mol=20.5 e_tot_ev=-43069.982 gap_ev=9.4 homo_energy_ev=-8.8970 lumo_ha=0.018
C 3.371 2.908 -2.769 -0.0358
C 1.934 2.545 -2.569 -0.2183
C 0.959 3.082 -3.401 -0.0355
C -0.380 2.771 -3.246 -0.0753
C -0.770 1.900 -2.244 -0.0752
C 0.187 1.358 -1.407 -0.0531
C 1.536 1.670 -1.551 -0.2327
C 2.518 1.093 -0.598 -0.1511
S 2.827 2.250 0.797 0.6992
O 3.201 3.542 0.288 -0.3140
O 3.734 1.608 1.705 -0.3022
C 1.193 2.452 1.650 -0.1118
C 0.899 1.229 2.405 -0.3135
C 1.058 0.919 3.728 0.0136
C 0.696 -0.437 3.867 0.0377
C 0.345 -0.874 2.618 -0.1578
C -0.107 -2.203 2.176 -0.4351
O -0.266 -3.128 2.951 0.0744
N -0.290 -2.309 0.837 0.0923
C -0.807 -3.516 0.228 -0.1129
C -2.306 -3.436 0.063 -0.2738
C -3.152 -3.670 1.143 -0.0125
C -4.518 -3.556 0.946 -0.0629
C -4.986 -3.212 -0.313 -0.0688
C -4.058 -2.989 -1.318 -0.1486
N -2.752 -3.094 -1.137 0.1021
O 0.471 0.143 1.723 0.0512
H 3.755 3.399 -1.877 0.0667
H 3.478 3.583 -3.614 0.0806
H 3.974 2.021 -2.961 0.0882
H 1.258 3.759 -4.188 0.1105
H -1.116 3.204 -3.907 0.1035
H -1.810 1.641 -2.116 0.1044
H -0.116 0.675 -0.626 0.0938
H 2.165 0.185 -0.118 0.0999
H 3.501 0.927 -1.029 0.1095
H 0.481 2.659 0.855 0.1034
H 1.314 3.313 2.300 0.1214
H 1.392 1.581 4.499 0.1206
H 0.692 -1.026 4.760 0.1234
H -0.267 -1.478 0.268 0.1256
H -0.546 -4.342 0.893 0.1261
H -0.340 -3.648 -0.750 0.1233
H -2.738 -3.931 2.104 0.1109
H -5.206 -3.735 1.760 0.1065
H -6.043 -3.119 -0.510 0.0990
H -4.367 -2.713 -2.318 0.1030

No. 3
44
Properties=species:S:1:pos:R:3:mulliken_spin:R:1 method="wB97M-V/def2-TZVPD" spin_multiplicity=4 charge=+4 e_tot_ev=-28245.762 gap_ev="8.2 / 6.0" homo_energy_ev="-23.0296 / -23.1960" lumo_ha="-0.543 / -0.631"
Tc -0.770 0.522 0.996 1.9852
C -0.902 1.233 3.500 0.0295
C -2.074 1.753 2.919 -0.0159
C -3.015 0.895 2.314 0.0154
C -2.751 -0.478 2.232 -0.0172
C -1.539 -0.997 2.743 -0.0154
C -0.631 -0.141 3.407 -0.0152
H -0.265 1.876 4.098 -0.0012
H -2.305 2.808 3.033 -0.0004
H -3.981 1.282 2.006 -0.0022
H -3.508 -1.156 1.852 -0.0013
H -1.387 -2.071 2.776 -0.0003
H 0.223 -0.564 3.923 -0.0005
C -2.339 -1.861 -2.378 -0.0082
C -2.239 -0.999 -1.292 0.0371
N -1.064 -0.711 -0.692 -0.0419
C 0.052 -1.285 -1.180 0.1400
C 0.048 -2.155 -2.288 0.0225
C -1.199 -2.452 -2.890 0.0810
C 1.288 -2.691 -2.717 0.2828
C 2.489 -2.402 -2.031 0.2826
C 2.498 -1.561 -0.890 0.0278
C 3.649 -1.275 -0.118 0.0801
C 3.529 -0.420 0.964 -0.0050
C 2.290 0.125 1.274 0.0384
N 1.171 -0.152 0.568 -0.0536
C 1.279 -0.981 -0.488 0.1277
H -3.310 -2.057 -2.816 0.0021
H -3.132 -0.523 -0.906 -0.0028
H -1.256 -3.136 -3.731 0.0005
H 1.304 -3.338 -3.590 -0.0077
H 3.426 -2.830 -2.378 -0.0073
H 4.603 -1.732 -0.366 -0.0001
H 4.390 -0.171 1.571 0.0024
H 2.198 0.810 2.109 -0.0005
C 0.718 2.875 -2.142 0.0029
C 0.517 3.179 -0.683 0.0034
O -0.589 2.382 -0.089 0.0314
H 1.536 3.489 -2.520 0.0009
H -0.159 3.125 -2.744 0.0003
H 0.955 1.822 -2.322 0.0004
H 0.268 4.229 -0.531 0.0010
H 1.405 2.970 -0.087 0.0022
H -1.421 2.762 -0.415 -0.0009

No. 4
59
Properties=species:S:1:pos:R:3:lowdin_charge:R:1 method="wB97M-V/def2-TZVPD" smiles="CS(=O)(=O)OC(=O)OP(=O)(O)O.O=[N+]([O-])c1ccccc1.O=[N+]([O-])c1ccccc1.O=[N+]([O-])c1ccccc1" e_tot_ev=-74312.616 gap_ev=8.2 homo_energy_ev=-9.7224 lumo_ha=-0.057
C -1.252 2.605 -2.211 -0.1264
S 0.260 1.590 -2.674 0.8301
O 0.043 1.163 -4.178 -0.3667
O 0.229 0.278 -1.854 -0.3504
O 1.736 2.442 -2.624 -0.1466
C 1.919 3.177 -1.363 -0.3069
O 1.553 2.757 -0.140 0.0511
O 2.633 4.493 -1.459 -0.1403
P 1.591 5.803 -0.977 0.7720
O 0.094 5.362 -0.722 -0.3352
O 1.719 7.025 -2.256 -0.1739
O 2.118 6.609 0.509 -0.1882
H -1.069 3.740 -2.435 0.0852
H -1.551 2.412 -1.074 0.1067
H -2.157 2.144 -2.838 0.1152
H 2.703 7.069 -2.512 0.1024
H 1.477 6.293 1.224 0.0388
O -0.547 7.010 3.530 0.0868
N -0.653 5.905 2.977 -0.2876
O 0.192 5.421 2.210 0.0312
C -1.863 5.120 3.246 -0.1321
C -2.861 5.645 4.078 0.0042
C -4.021 4.904 4.310 -0.0635
C -4.179 3.648 3.721 -0.0687
C -3.178 3.123 2.902 -0.0635
C -2.015 3.856 2.659 0.0072
H -2.753 6.622 4.545 0.1207
H -4.804 5.306 4.949 0.1105
H -5.087 3.076 3.901 0.1098
H -3.307 2.142 2.448 0.1090
H -1.246 3.434 2.016 0.1184
O -0.426 -6.650 -2.948 0.0658
N -0.383 -5.486 -2.522 -0.3075
O -0.722 -5.144 -1.380 0.0311
C 0.099 -4.442 -3.434 -0.1411
C 0.458 -4.779 -4.747 -0.0058
C 0.893 -3.778 -5.617 -0.0697
C 0.972 -2.455 -5.179 -0.0587
C 0.624 -2.124 -3.868 -0.0552
C 0.185 -3.117 -2.989 0.0142
H 0.402 -5.805 -5.104 0.1169
H 1.167 -4.028 -6.640 0.1066
H 1.307 -1.677 -5.863 0.1109
H 0.692 -1.092 -3.532 0.0580
H -0.085 -2.842 -1.972 0.1189
O 3.898 -7.089 3.425 0.0573
N 3.213 -6.145 3.845 -0.3282
O 3.431 -5.535 4.902 0.0559
C 2.062 -5.723 3.037 -0.1468
C 1.756 -6.409 1.853 0.0050
C 0.646 -6.018 1.102 -0.0645
C -0.146 -4.951 1.527 -0.0731
C 0.167 -4.263 2.701 -0.0663
C 1.273 -4.646 3.462 -0.0061
H 2.364 -7.242 1.508 0.1186
H 0.397 -6.548 0.185 0.0960
H -1.014 -4.654 0.940 0.0968
H -0.454 -3.431 3.024 0.1055
H 1.501 -4.102 4.376 0.1165

No. 5
47
Properties=species:S:1:pos:R:3:lowdin_charge:R:1 method="wB97M-V/def2-TZVPD" smiles="COc1ccc(-c2cc(NC(=O)[C@H]3C[C@@H](c4ccccc4)NN3)no2)cc1" relative_energy_kcal_mol=108.4 e_tot_ev=-33164.727 gap_ev=8.8 homo_energy_ev=-8.2981 lumo_ha=0.020
C -0.468 2.584 8.552 -0.0714
O -0.262 1.383 7.767 -0.0929
C -0.563 1.405 6.422 -0.2733
C 0.005 0.435 5.602 -0.0027
C -0.192 0.403 4.215 -0.0158
C -1.011 1.362 3.616 -0.1491
C -1.375 1.284 2.184 -0.2112
C -1.034 0.371 1.248 0.0395
C -1.768 0.751 0.050 -0.3227
N -1.625 -0.051 -1.052 0.1477
C -2.189 0.158 -2.307 -0.3930
O -2.974 1.070 -2.553 0.0905
C -1.699 -0.824 -3.357 -0.2238
C -0.553 -0.219 -4.179 -0.0594
C 0.132 -1.485 -4.709 -0.3007
C 1.630 -1.442 -4.612 -0.2076
C 2.261 -1.298 -3.357 -0.0548
C 3.616 -1.438 -3.224 -0.0908
C 4.402 -1.727 -4.363 -0.0857
C 3.790 -1.831 -5.628 -0.0799
C 2.389 -1.676 -5.753 -0.0368
N -0.405 -2.611 -3.951 -0.0261
N -1.053 -2.061 -2.814 -0.0460
N -2.534 1.791 0.244 0.1707
O -2.276 2.177 1.632 -0.0174
C -1.592 2.343 4.451 -0.0051
C -1.416 2.334 5.821 -0.0122
H 0.032 3.454 8.081 0.0977
H -0.058 2.451 9.569 0.0933
H -1.541 2.866 8.650 0.0900
H 0.660 -0.309 6.067 0.1225
H 0.297 -0.407 3.688 0.1109
H -0.347 -0.478 1.320 0.1172
H -0.896 -0.764 -1.010 0.1291
H -2.510 -1.112 -4.019 0.1526
H -0.964 0.353 -4.993 0.1198
H 0.139 0.409 -3.593 0.1299
H -0.139 -1.663 -5.776 0.1420
H 1.673 -1.061 -2.433 0.1228
H 4.164 -1.389 -2.295 0.0996
H 5.493 -1.859 -4.315 0.1031
H 4.380 -2.145 -6.503 0.1037
H 1.914 -1.845 -6.746 0.1212
H 0.367 -3.234 -3.636 0.1334
H -1.780 -2.635 -2.406 0.1195
H -2.238 3.073 3.989 0.1161
H -1.884 3.106 6.418 0.1057

No. 6
48
Properties=species:S:1:pos:R:3:lowdin_charge:R:1 method="wB97M-V/def2-TZVPD" smiles="O=C(CCCn1nnc2ccccc2c1=O)N[C@@H](Cc1ccccc1)C(=O)O" relative_energy_kcal_mol=17.5 e_tot_ev=-35216.080 gap_ev=9.1 homo_energy_ev=-9.2992 lumo_ha=-0.008
O -0.010 2.210 0.150 0.0505
C -0.513 1.386 0.910 -0.4759
C -0.478 1.529 2.418 -0.0869
C 0.871 2.059 2.906 -0.1534
C 1.950 0.974 2.891 -0.1269
N 2.183 0.493 1.545 -0.0374
N 1.551 -0.625 1.216 0.0710
N 1.619 -1.117 0.075 0.0799
C 2.340 -0.492 -0.915 -0.2166
C 2.357 -1.044 -2.202 -0.0131
C 3.058 -0.408 -3.201 -0.0597
C 3.750 0.777 -2.945 -0.0571
C 3.743 1.331 -1.684 0.0055
C 3.040 0.701 -0.659 -0.0623
C 2.990 1.253 0.691 -0.3709
O 3.566 2.238 1.093 0.1028
N -1.177 0.319 0.445 0.1373
C -1.212 -0.045 -0.961 -0.1898
C -1.468 -1.552 -1.118 -0.0837
C -2.484 -2.065 -0.135 -0.2364
C -2.060 -2.598 1.079 -0.0650
C -2.982 -3.044 2.011 -0.0833
C -4.337 -2.960 1.740 -0.0920
C -4.765 -2.430 0.534 -0.0714
C -3.846 -1.983 -0.399 -0.0238
C -2.230 0.827 -1.732 -0.4781
O -3.137 0.374 -2.371 0.1156
O -1.984 2.125 -1.660 0.1302
H -1.257 2.252 2.676 0.1321
H -0.716 0.578 2.895 0.1178
H 0.775 2.432 3.926 0.1177
H 1.184 2.883 2.262 0.1152
H 1.648 0.115 3.493 0.1267
H 2.890 1.388 3.263 0.1270
H 1.815 -1.958 -2.383 0.1138
H 3.073 -0.828 -4.195 0.1085
H 4.291 1.261 -3.744 0.1078
H 4.266 2.248 -1.460 0.1238
H -1.588 -0.356 1.076 0.1229
H -0.233 0.204 -1.399 0.1445
H -0.522 -2.073 -0.962 0.0973
H -1.815 -1.722 -2.138 0.1286
H -1.000 -2.678 1.284 0.1124
H -2.642 -3.461 2.948 0.1017
H -5.057 -3.309 2.465 0.1001
H -5.821 -2.365 0.318 0.1041
H -4.177 -1.561 -1.335 0.1080
H -1.179 2.332 -1.119 0.0808

No. 7
55
Properties=species:S:1:pos:R:3:mulliken_spin:R:1 method="wB97M-V/def2-TZVPD" spin_multiplicity=2 relative_energy_kcal_mol=14.9 e_tot_ev=-64014.464 gap_ev="7.6 / 7.5" homo_energy_ev="-7.5042 / -7.8828" lumo_ha="0.003 / -0.013"
Ru -1.452 -0.048 -0.058 0.7624
C 3.274 2.617 -4.267 0.0003
C 2.571 1.862 -3.173 0.0077
C 2.986 1.953 -1.847 -0.0051
C 2.298 1.311 -0.836 0.0357
C 1.182 0.515 -1.103 -0.0168
N 0.485 -0.107 -0.056 0.0979
C 1.243 -0.658 0.980 -0.0100
C 2.346 -1.468 0.708 0.0371
C 3.084 -2.037 1.729 -0.0073
C 2.733 -1.853 3.064 0.0124
C 3.494 -2.530 4.171 -0.0001
C 1.626 -1.066 3.339 -0.0059
C 0.909 -0.457 2.317 0.0009
N -0.183 0.385 2.652 0.0037
C -0.294 1.136 3.764 -0.0027
C -1.600 1.532 3.879 0.0017
C -2.238 0.970 2.770 -0.0001
N -1.391 0.267 2.033 -0.0055
C 0.780 0.411 -2.436 -0.0017
C 1.451 1.093 -3.444 -0.0040
N -0.322 -0.406 -2.800 0.0035
C -0.468 -1.084 -3.957 -0.0027
C -1.763 -1.525 -4.026 0.0022
C -2.360 -1.070 -2.847 -0.0018
N -1.493 -0.384 -2.115 -0.0106
H 4.311 2.818 -4.001 0.0002
H 2.788 3.576 -4.453 0.0006
H 3.270 2.058 -5.203 0.0002
H 3.850 2.558 -1.600 0.0003
H 2.625 1.413 0.191 -0.0013
H 2.621 -1.638 -0.325 -0.0021
H 3.937 -2.658 1.483 0.0003
H 4.521 -2.738 3.870 0.0003
H 3.030 -3.481 4.441 0.0010
H 3.526 -1.912 5.068 0.0003
H 1.303 -0.924 4.363 -0.0005
H 0.563 1.312 4.390 -0.0003
H -2.032 2.153 4.642 0.0002
H -3.270 1.046 2.475 -0.0002
H 1.076 1.026 -4.458 -0.0004
H 0.363 -1.193 -4.632 -0.0003
H -2.218 -2.111 -4.804 0.0001
H -3.370 -1.223 -2.506 -0.0007
O -4.197 -1.308 1.735 0.0002
P -3.725 -1.620 0.240 -0.0061
O -4.648 -2.497 -0.477 0.0008
O -2.231 -1.933 0.251 0.0611
O -3.689 -0.089 -0.417 -0.0061
P -3.720 1.579 -0.433 -0.0021
O -4.515 1.925 0.915 0.0004
O -4.426 2.078 -1.609 0.0001
O -2.243 1.871 -0.189 0.0626
H -5.028 -1.763 1.917 0.0001
H -5.368 2.313 0.682 0.0001

No. 8
49
Properties=species:S:1:pos:R:3:lowdin_charge:R:1 method="wB97M-V/def2-TZVPD" e_tot_ev=-34866.933 gap_ev="6.4 / 6.2" homo_energy_ev="-8.1673 / -8.0822" lumo_ha="-0.064 / -0.071"
H 0.072 2.830 0.833 0.0795
N 0.337 1.690 -0.908 0.0186
B 0.968 0.840 -3.187 -0.5183
N 0.848 1.992 -2.152 -0.0457
C 1.195 3.293 -2.228 -0.0904
Hg -1.315 -0.529 -0.174 1.1134
H 1.634 3.679 -3.147 0.1161
C 0.889 3.872 -0.997 -0.0818
H 1.006 4.908 -0.717 0.0794
C 0.387 2.820 -0.199 -0.1611
H 1.428 1.228 -4.232 0.1161
C -0.703 -2.777 0.049 -0.0584
H -1.133 -2.590 1.036 -0.0173
H 0.039 -3.577 -0.019 0.0250
H -1.513 -2.830 -0.685 -0.0145
N -0.446 0.240 -3.314 0.0150
N 1.844 -0.234 -2.503 -0.0421
N -1.261 -0.233 -2.272 -0.1080
N 1.382 -0.795 -1.323 0.0192
C -1.124 0.160 -4.483 -0.0579
C 3.037 -0.753 -2.851 -0.0924
H -0.631 0.486 -5.364 0.1137
H 3.534 -0.397 -3.760 0.1208
C -2.380 -0.355 -4.225 -0.0596
C 3.375 -1.704 -1.893 -0.0810
C -2.434 -0.570 -2.832 -0.1695
C 2.305 -1.693 -0.962 -0.1800
H -3.165 -0.569 -4.939 0.0934
H 4.255 -2.328 -1.870 0.0795
H -3.239 -0.915 -2.210 0.0851
H 2.155 -2.295 -0.076 0.0750
H -2.690 0.477 0.045 0.0500
C 0.683 -1.907 4.858 -0.0792
C 1.254 -1.988 3.569 -0.0731
C 0.823 -1.137 2.561 -0.0468
C -0.285 -0.272 2.777 -0.1973
C -1.022 0.367 1.777 -0.2296
C -1.797 1.465 2.038 -0.1833
C -2.200 1.724 3.371 -0.0650
C -1.706 0.936 4.395 -0.0373
C -0.752 -0.077 4.142 -0.1678
C -0.259 -0.931 5.145 -0.0380
H 1.001 -2.603 5.629 0.1008
H 2.035 -2.720 3.359 0.1049
H 1.292 -1.131 1.568 0.0852
H -2.149 2.094 1.224 0.0763
H -2.901 2.530 3.571 0.1052
H -2.021 1.092 5.424 0.1109
H -0.655 -0.810 6.152 0.1125